a:
66
Properties=species:S:1:pos:R:3:lowdin_charge:R:1 method="wB97M-V/def2-TZVPD" gap_ev="5.71 / 6.08" charge=+2 multiplicity=2
Re -0.53 0.21 0.66 1.2335
C -4.55 2.13 -2.74 0.0073
N -3.78 1.21 -1.91 -0.1054
C -4.15 -0.07 -1.62 -0.0101
C -3.20 -0.59 -0.80 -0.0934
N -2.25 0.37 -0.58 -0.1205
C -2.62 1.46 -1.26 -0.4232
P -1.66 3.00 -1.36 1.2022
C -0.07 2.22 -1.76 -0.4390
N 0.48 1.23 -1.07 -0.0842
C 1.62 0.86 -1.73 -0.1135
C 1.77 1.67 -2.82 -0.0041
N 0.70 2.52 -2.83 -0.1059
C 0.45 3.53 -3.86 0.0037
C -1.36 3.19 0.43 -0.4202
N -0.91 2.23 1.24 -0.1221
C -0.79 2.77 2.50 -0.0841
C -1.17 4.08 2.44 -0.0072
N -1.52 4.33 1.14 -0.0992
C -1.98 5.63 0.65 0.0105
H -4.81 1.64 -3.67 0.1073
H -5.46 2.42 -2.22 0.1078
H -3.96 3.01 -2.95 0.0666
H -5.05 -0.51 -2.03 0.1426
H -3.13 -1.57 -0.37 0.1109
H 2.26 0.07 -1.37 0.0348
H 2.53 1.70 -3.58 0.1418
H 1.36 4.09 -4.03 0.1058
H 0.13 3.05 -4.78 0.1067
H -0.32 4.21 -3.52 0.0681
H -0.46 2.19 3.34 0.1208
H -1.22 4.84 3.20 0.1431
H -1.17 6.36 0.74 0.1084
H -2.26 5.54 -0.40 0.0663
H -2.83 5.95 1.23 0.1086
C 2.50 1.88 1.22 -0.0324
C 2.22 0.76 2.17 -0.3233
C 3.25 0.43 3.08 -0.0327
C 3.08 -0.56 3.99 0.0391
C 1.83 -1.21 4.07 -0.1370
C 1.55 -2.18 5.06 0.0096
C 0.29 -2.72 5.17 -0.0361
C -0.72 -2.29 4.30 -0.0645
C -0.46 -1.37 3.32 -0.5389
S -1.70 -0.83 2.21 0.7721
C 0.83 -0.83 3.16 -0.2249
N 1.05 0.12 2.17 -0.0144
H 3.08 2.64 1.74 0.1010
H 1.60 2.33 0.82 0.0464
H 3.11 1.51 0.40 0.0580
H 4.18 0.97 3.00 0.1290
H 3.88 -0.84 4.67 0.1380
H 2.34 -2.48 5.73 0.1295
H 0.08 -3.46 5.93 0.1221
H -1.73 -2.69 4.41 0.1178
N 4.43 -3.23 -1.50 0.1026
C 4.93 -2.35 -0.62 -0.9325
N 6.25 -2.37 -0.41 0.0989
S 3.93 -1.24 0.18 0.6325
H 5.00 -3.91 -1.96 0.1176
H 3.44 -3.23 -1.66 0.0083
H 6.86 -3.03 -0.86 0.1155
H 6.64 -1.72 0.25 0.0955
S 0.86 -3.22 -2.19 0.7534
C 0.42 -2.16 -1.10 -0.8749
N 0.09 -1.35 -0.29 -0.1400


b:
66
Properties=species:S:1:pos:R:3:lowdin_charge:R:1 method="wB97M-V/def2-TZVPD" gap_ev="6.30 / 6.57" charge=+2 multiplicity=2
Re 0.42 -0.81 -0.22 1.0029
C -4.77 -2.85 -0.96 0.0022
N -3.43 -2.39 -1.30 -0.1061
C -2.91 -2.31 -2.57 -0.0078
C -1.64 -1.85 -2.45 -0.1184
N -1.38 -1.64 -1.12 -0.1446
C -2.47 -1.97 -0.45 -0.4381
P -2.62 -2.01 1.37 1.2003
C -1.95 -0.36 1.74 -0.4323
N -0.82 0.17 1.26 -0.0807
C -0.59 1.32 1.95 -0.0842
C -1.60 1.50 2.85 -0.0018
N -2.45 0.44 2.70 -0.1073
C -3.68 0.24 3.47 -0.0009
C -1.05 -2.89 1.63 -0.4367
N 0.09 -2.56 1.04 -0.1040
C 1.04 -3.46 1.45 -0.0967
C 0.45 -4.35 2.30 -0.0101
N -0.87 -3.99 2.40 -0.1048
C -1.88 -4.66 3.21 0.0043
H -5.29 -3.11 -1.88 0.1023
H -4.72 -3.73 -0.32 0.0942
H -5.33 -2.06 -0.47 0.0980
H -3.49 -2.59 -3.43 0.1396
H -0.91 -1.64 -3.22 0.1005
H 0.27 1.94 1.77 0.1124
H -1.78 2.29 3.56 0.1396
H -3.81 1.09 4.13 0.1019
H -4.54 0.17 2.80 0.0972
H -3.61 -0.67 4.07 0.0928
H 2.06 -3.41 1.12 0.1057
H 0.84 -5.20 2.83 0.1390
H -1.45 -5.58 3.60 0.1026
H -2.17 -4.03 4.05 0.0996
H -2.75 -4.91 2.61 0.0912
C 4.74 2.50 -0.01 -0.0373
C 3.38 3.12 0.12 -0.3103
C 3.26 4.37 0.77 0.0061
C 2.04 4.96 0.86 0.0188
C 0.91 4.32 0.30 -0.1550
C -0.39 4.88 0.36 -0.0094
C -1.45 4.24 -0.22 -0.0563
C -1.25 3.00 -0.87 -0.0989
C -0.01 2.42 -0.90 -0.5476
S 0.24 0.88 -1.72 0.7261
C 1.12 3.08 -0.33 -0.2616
N 2.35 2.49 -0.41 0.1186
H 5.25 2.90 -0.88 0.0960
H 4.67 1.41 -0.10 0.0523
H 5.35 2.72 0.87 0.0844
H 4.14 4.84 1.19 0.1249
H 1.92 5.92 1.35 0.1300
H -0.52 5.84 0.84 0.1249
H -2.43 4.68 -0.20 0.1149
H -2.09 2.50 -1.34 0.1107
N 3.78 -1.82 -3.30 0.1229
C 3.04 -1.19 -2.39 -0.7891
N 3.34 0.05 -2.05 0.1361
S 1.74 -2.12 -1.69 0.6569
H 4.58 -1.39 -3.74 0.1304
H 3.55 -2.77 -3.55 0.1080
H 4.09 0.53 -2.52 0.1330
H 2.79 0.61 -1.40 0.0068
S 3.69 0.41 2.88 0.7638
C 2.70 -0.03 1.75 -0.8923
N 1.95 -0.35 0.88 -0.1594


Energy ordering: a at the bottom, the next structure 0.069 eV above.


a:
19
Properties=species:S:1:pos:R:3:lowdin_charge:R:1 method="wB97M-V/def2-TZVPD" gap_ev=8.51
C -0.69 0.04 0.21 -0.3694
C 1.62 -0.55 -0.38 -0.3531
C -1.34 -1.27 0.57 -0.0564
C -1.10 0.66 -1.10 -0.0554
C -0.14 0.75 1.24 -0.3185
O 1.34 -1.48 -1.31 0.0965
O 2.10 0.53 -0.75 0.0185
O 0.77 2.17 0.53 0.0005
O 0.14 0.67 2.40 0.0950
H 1.06 -2.30 -0.89 0.1172
H 1.48 1.61 -0.07 0.0739
H 1.23 2.53 1.31 0.1070
H 1.76 -0.94 0.63 0.1587
H -2.41 -1.15 0.77 0.0863
H -0.83 0.00 -1.92 0.0795
H -0.89 -1.73 1.45 0.0841
H -1.26 -1.96 -0.28 0.0749
H -0.63 1.62 -1.27 0.0761
H -2.19 0.81 -1.12 0.0846


b:
19
Properties=species:S:1:pos:R:3:lowdin_charge:R:1 method="wB97M-V/def2-TZVPD" gap_ev=9.39
C -0.16 0.24 -0.17 -0.4123
C 1.30 -0.19 0.08 -0.5464
C -0.60 0.18 -1.63 -0.0018
C -0.49 1.57 0.49 -0.0233
C -0.66 -0.94 0.67 -0.4366
O 1.70 -1.30 -0.46 -0.0260
O 2.20 0.83 0.16 0.0834
O -1.68 -0.75 1.50 0.1499
O -0.42 -2.14 0.27 0.0760
H 0.65 -2.02 -0.21 0.1115
H 3.08 0.44 0.04 0.1261
H -1.94 -1.60 1.88 0.1458
H 0.84 -0.56 1.39 0.1997
H -0.34 -0.77 -2.09 0.0865
H 0.03 2.37 -0.03 0.0928
H -0.10 0.98 -2.19 0.0961
H -1.68 0.33 -1.71 0.0925
H -0.16 1.58 1.53 0.0947
H -1.56 1.76 0.46 0.0915


Energy ordering: a at the bottom, the next structure 0.143 eV above.